Record 1
{
  "formula": "C11H30ClHoINOP2",
  "method": "ωB97M-V/def2-TZVPD",
  "fmax_ev_per_a": 2.7,
  "homo_lumo_gap_ha": [0.2527, 0.2522],
  "spin_multiplicity": 5,
  "lumo_energy_ev": [-8.23, -8.25],
  "total_charge": 2,
  "s_squared": 6.004,
  "symbols": ["C", "I", "H", "H", "H", "Ho", "P", "C", "C", "H", "H", "H", "H", "H", "H", "C", "H", "H", "H", "P", "C", "C", "H", "H", "H", "C", "H", "H", "H", "H", "H", "H", "Cl", "C", "N", "C", "C", "C", "O", "H", "H", "H", "H", "H", "H", "H", "H", "H"],
  "positions_angstrom": [[-1.00401, -0.13608, -3.83327], [-2.85149, -0.23456, -2.20751], [0.07487, -0.05685, -3.63812], [-1.35266, 0.71819, -4.42879], [-1.23177, -1.03381, -4.40538], [-0.18891, -0.10925, -1.20515], [0.03588, 2.74512, -1.22192], [-1.44130, 3.83319, -1.09409], [1.11571, 3.43167, 0.09621], [1.15838, 4.52499, -0.01147], [0.99067, 4.47599, -2.64802], [2.12490, 3.01223, 0.00380], [1.83809, 2.89460, -2.85347], [-1.93067, 3.67947, -0.12016], [0.74161, 3.17857, 1.09820], [0.86085, 3.38621, -2.74270], [-1.13329, 4.88534, -1.19336], [0.27498, 3.16229, -3.64690], [-2.17325, 3.57447, -1.87612], [-0.00146, -2.96064, -0.78736], [-1.44892, -4.05539, -0.47617], [0.83885, -3.80704, -2.18039], [2.10548, -3.01919, 0.43245], [1.12784, -4.50239, 0.71808], [0.73826, -2.96275, 1.55942], [1.09479, -3.40566, 0.61813], [1.81203, -3.33587, -2.35992], [0.97147, -4.87056, -1.93863], [-1.10788, -5.09439, -0.40477], [-2.18331, -3.94657, -1.28670], [0.25835, -3.71063, -3.10683], [-1.94559, -3.75814, 0.45676], [2.24777, -0.16758, -1.80624], [0.03333, 0.39446, 4.54496], [-0.46948, 0.28025, 3.16242], [-1.92039, 0.34694, 3.01341], [0.32186, 0.13365, 2.11356], [1.81665, 0.03635, 2.24435], [-0.25110, 0.07440, 0.94717], [-0.86388, 0.50139, 5.18800], [0.67426, 1.28810, 4.63854], [0.58941, -0.51628, 4.82645], [-2.25585, 1.19446, 2.42137], [-2.35642, -0.55564, 2.59386], [-2.33764, 0.46831, 4.00740], [2.14229, -0.97887, 1.96408], [2.29721, 0.75897, 1.56519], [2.16350, 0.23854, 3.25966]],
  "forces_ev_per_angstrom": [[-2.28, 0.12, -1.01], [0.76, 0.08, -1.82], [-0.12, -0.01, 0.81], [0.19, -0.15, 0.48], [0.10, -0.09, 0.32], [2.11, -0.02, 1.66], [0.03, 1.11, -0.29], [-0.14, -0.28, 0.03], [0.06, -0.22, 0.07], [0.04, -0.32, 0.07], [-0.01, -0.39, -0.11], [-0.16, 0.14, -0.06], [-0.22, 0.22, 0.06], [0.17, 0.13, -0.27], [-0.03, 0.12, -0.29], [0.03, -0.20, 0.08], [-0.18, -0.35, 0.03], [0.08, 0.14, 0.32], [0.29, 0.20, 0.22], [0.08, -0.99, 0.03], [-0.11, 0.48, -0.08], [0.00, 0.14, -0.08], [-0.19, -0.17, -0.03], [0.04, 0.40, 0.00], [-0.03, -0.22, -0.26], [0.07, 0.19, 0.07], [-0.13, -0.14, 0.11], [0.00, 0.28, -0.13], [-0.15, 0.20, -0.02], [0.23, -0.16, 0.17], [0.03, -0.12, 0.23], [0.15, -0.15, -0.16], [-0.70, 0.01, 0.05], [0.03, 0.00, 0.34], [0.50, -0.09, -0.34], [-0.55, 0.08, 0.12], [-1.05, 0.12, -0.25], [-0.01, 0.09, -0.02], [0.76, -0.06, 0.64], [0.94, -0.06, -0.25], [-0.31, -0.44, 0.11], [-0.26, 0.48, -0.02], [0.25, 0.10, -0.17], [0.25, -0.17, -0.15], [-0.09, 0.00, -0.09], [-0.14, 0.38, 0.00], [-0.23, -0.34, 0.12], [-0.10, -0.06, -0.22]],
  "mulliken_spin": [-0.004, -0.005, 0.001, 0.000, 0.000, 4.058, -0.009, -0.001, 0.000, 0.000, 0.000, 0.000, 0.000, 0.000, 0.000, 0.000, 0.000, 0.000, 0.000, -0.010, -0.001, 0.000, 0.000, 0.000, 0.000, 0.000, 0.000, 0.000, 0.000, 0.000, 0.000, 0.000, -0.010, 0.000, 0.000, 0.000, -0.002, 0.002, -0.018, 0.000, 0.000, 0.000, 0.000, 0.000, 0.000, 0.000, 0.000, 0.000]
}

---

Record 2
{
  "formula": "C11H30ClN2O4",
  "method": "ωB97M-V/def2-TZVPD",
  "fmax_ev_per_a": 2.0,
  "homo_lumo_gap_ha": 0.2677,
  "lumo_energy_ev": 3.08,
  "total_charge": -1,
  "symbols": ["Cl", "C", "O", "C", "C", "N", "C", "C", "O", "C", "H", "H", "H", "H", "H", "H", "H", "H", "H", "H", "H", "H", "H", "H", "H", "C", "C", "C", "O", "C", "N", "H", "H", "H", "H", "H", "H", "H", "H", "H", "H", "H", "C", "O", "H", "H", "H", "H"],
  "positions_angstrom": [[0.02818, 0.66028, -2.32509], [2.95086, -1.29543, -0.90014], [2.53560, -0.89803, 0.40195], [3.48272, -0.13425, 1.11540], [3.49793, 1.31261, 0.60219], [2.17044, 1.77996, 0.20978], [1.39908, 2.23183, 1.37622], [-0.05891, 2.32154, 1.03202], [-0.24893, 3.38511, 0.09316], [-1.61567, 3.48604, -0.22361], [3.68450, -2.10792, -0.83302], [3.43708, -0.47437, -1.42714], [2.07760, -1.66814, -1.42647], [4.48462, -0.56833, 1.21299], [3.14707, -0.10518, 2.15679], [4.21159, 1.42059, -0.22082], [3.90178, 1.92240, 1.41834], [1.72869, 0.91725, -0.10668], [1.81635, 3.14149, 1.81713], [1.51928, 1.48937, 2.18440], [-0.64221, 2.63571, 1.90649], [-0.39695, 1.37289, 0.60593], [-1.76893, 4.25675, -0.98050], [-2.27918, 3.79850, 0.59413], [-1.90562, 2.52567, -0.65887], [-0.02579, -3.16262, 2.17017], [-0.58485, -2.64983, 0.83136], [-2.05000, -2.94576, 0.62419], [-2.32320, -4.33196, 0.63868], [-3.68466, -4.63704, 0.43735], [-0.25658, -1.26052, 0.59347], [1.00886, -2.82262, 2.27548], [-0.01432, -4.24550, 2.28373], [-0.52688, -2.73526, 3.04558], [0.03817, -3.22103, 0.12340], [-2.42589, -2.47527, -0.29289], [-2.66344, -2.46575, 1.40208], [-4.06472, -4.13163, -0.45760], [-4.17035, -4.28306, 1.35608], [-3.88025, -5.69848, 0.29784], [-0.29324, -1.01309, -0.39723], [0.72790, -1.07790, 0.81838], [-2.11187, 3.29178, -3.97139], [-1.19530, 4.29969, -3.55649], [-3.12506, 3.61755, -3.71440], [-1.99185, 3.01961, -5.02356], [-1.92987, 2.37188, -3.41108], [-1.61379, 5.15046, -3.69776]],
  "forces_ev_per_angstrom": [[-0.09, -0.37, 0.11], [0.42, -0.25, 0.28], [0.82, -0.58, 0.07], [-0.36, 0.56, 0.75], [0.46, 0.26, 0.07], [0.66, -0.07, 0.67], [0.58, -0.96, 0.14], [-0.01, 1.29, -0.35], [-0.19, 0.18, 0.46], [0.09, -0.03, -0.85], [0.04, -0.07, 0.15], [-0.35, 0.11, -0.21], [-0.09, 0.34, -0.13], [0.06, -0.22, -0.66], [-0.39, -0.17, -0.09], [-0.17, -0.01, -0.16], [-0.02, 0.14, -0.07], [-0.54, 0.58, -0.63], [-0.12, 0.30, -0.47], [-0.38, -0.05, 0.17], [-0.03, -0.61, 0.31], [-0.19, 0.00, 0.10], [0.43, -0.10, -0.18], [0.23, -0.39, 0.50], [-0.47, 0.02, 0.07], [0.02, 0.79, 0.54], [1.70, -1.06, -0.25], [-0.90, 0.53, 0.13], [0.67, -0.91, -0.59], [0.26, 0.90, 0.47], [-0.16, 0.75, 0.56], [0.05, -0.06, -0.22], [-0.25, -0.03, -0.28], [-0.29, 0.00, -0.12], [-0.66, -0.51, -0.35], [0.29, -0.17, -0.30], [0.25, 0.09, 0.30], [-0.16, 0.18, 0.14], [-0.72, -0.09, -0.34], [0.51, -0.13, 0.20], [-0.40, 0.06, -0.05], [-0.65, -0.32, 0.11], [-0.11, -0.27, 0.56], [0.13, -0.07, -0.10], [-0.16, -0.14, -0.42], [-0.19, 0.32, -0.11], [0.35, 0.18, 0.13], [0.03, 0.03, -0.08]],
  "mulliken_charge": [-0.773, -0.754, -0.316, -0.547, -0.939, -0.157, -0.472, -0.257, -0.317, -0.648, 0.271, 0.309, 0.266, 0.429, 0.320, 0.380, 0.391, -0.010, 0.428, 0.348, 0.381, 0.043, 0.205, 0.293, 0.233, -1.638, 0.672, -0.618, -0.309, -0.731, -0.399, 0.398, 0.367, 0.312, 0.170, 0.425, 0.336, 0.293, 0.305, 0.236, 0.041, 0.070, -0.497, -0.485, 0.282, 0.252, 0.128, 0.282]
}

---

Record 3
{
  "formula": "C11H30FN2O4P",
  "method": "ωB97M-V/def2-TZVPD",
  "fmax_ev_per_a": 1.3,
  "homo_lumo_gap_ha": 0.3342,
  "lumo_energy_ev": 0.45,
  "smiles": "COC[C@@H](C)N.COC[C@@H](C)N.OOCPCCF",
  "total_charge": 0,
  "symbols": ["O", "O", "C", "P", "C", "C", "F", "H", "H", "H", "H", "H", "H", "H", "H", "C", "C", "C", "O", "C", "N", "H", "H", "H", "H", "H", "H", "H", "H", "H", "H", "H", "C", "C", "C", "O", "C", "N", "H", "H", "H", "H", "H", "H", "H", "H", "H", "H", "H"],
  "positions_angstrom": [[0.63518, 1.07478, -0.23217], [1.18813, 2.32277, 0.15254], [0.17041, 3.33519, 0.17297], [-1.13477, 3.01793, -1.11322], [-2.49664, 2.10281, -0.26490], [-3.23832, 2.81914, 0.83669], [-2.36239, 3.45977, 1.71133], [0.35450, 0.67865, 0.60821], [-0.23010, 3.38387, 1.17995], [0.63894, 4.27961, -0.05973], [-1.68355, 4.30428, -1.32269], [-2.07377, 1.18955, 0.12585], [-3.19577, 1.82752, -1.04173], [-3.95389, 3.54884, 0.46878], [-3.79765, 2.09006, 1.42167], [-4.49082, -3.55675, -1.25558], [-3.65224, -2.61470, -2.11393], [-2.36757, -2.12627, -1.43036], [-2.56360, -1.12340, -0.44807], [-2.95333, -1.59457, 0.82977], [-4.49675, -1.50554, -2.56775], [-5.05016, -3.02246, -0.48802], [-5.21870, -4.07822, -1.87606], [-3.86669, -4.30720, -0.76627], [-3.33770, -3.17426, -2.99928], [-1.73543, -1.66121, -2.19062], [-1.79713, -2.96356, -1.00839], [-2.49094, -2.55760, 1.06160], [-4.03922, -1.67968, 0.91053], [-2.62127, -0.86262, 1.56839], [-3.97786, -0.93880, -3.23302], [-4.64862, -0.88770, -1.77473], [5.67991, 0.94527, 1.78836], [4.26872, 0.93924, 1.20704], [3.64481, -0.46198, 1.12573], [4.12943, -1.27351, 0.07324], [5.34913, -1.94002, 0.33441], [4.28240, 1.62370, -0.08641], [6.42112, 0.60615, 1.06534], [5.95805, 1.95764, 2.08029], [5.74767, 0.30894, 2.67380], [3.63579, 1.52409, 1.88133], [2.57868, -0.34222, 0.92502], [3.73764, -0.99202, 2.08437], [5.42810, -2.23694, 1.38445], [6.20863, -1.32245, 0.06328], [5.37224, -2.83741, -0.28384], [3.32705, 1.72467, -0.42051], [4.71837, 0.99660, -0.75765]],
  "forces_ev_per_angstrom": [[-0.31, -0.23, 0.03], [0.38, 0.41, -0.20], [-0.76, -0.41, 0.26], [0.49, -0.58, -1.06], [0.30, 0.98, 0.38], [-0.34, -0.34, 0.09], [-0.14, 0.03, 0.05], [0.10, 0.08, 0.04], [-0.10, 0.06, 0.10], [0.39, 0.19, -0.12], [-0.05, 0.07, 0.64], [0.21, -0.32, -0.11], [-0.26, -0.20, -0.21], [0.11, 0.29, -0.13], [-0.09, -0.03, 0.20], [0.00, -0.13, -0.03], [-0.15, 0.07, 0.22], [0.14, 0.02, -0.24], [0.00, -0.14, 0.17], [-0.02, 0.19, -0.06], [0.21, 0.07, -0.02], [0.03, 0.05, 0.01], [-0.02, 0.04, -0.02], [0.00, 0.01, 0.01], [0.07, 0.03, -0.02], [-0.01, 0.06, 0.03], [-0.08, -0.04, 0.04], [-0.02, -0.04, -0.01], [0.00, -0.12, 0.04], [0.03, 0.00, -0.02], [-0.06, -0.06, -0.07], [-0.09, -0.04, 0.01], [0.01, 0.05, 0.15], [0.24, -0.06, -0.12], [-0.19, 0.07, 0.07], [0.08, -0.06, 0.08], [-0.06, 0.01, -0.18], [-0.17, -0.19, -0.07], [-0.03, -0.04, -0.04], [-0.01, 0.02, -0.05], [0.01, -0.01, -0.01], [-0.09, -0.05, -0.01], [0.00, -0.01, -0.09], [0.10, 0.03, 0.01], [0.02, 0.04, 0.03], [0.05, -0.01, 0.11], [-0.04, 0.00, 0.00], [0.02, 0.15, 0.10], [0.09, 0.06, 0.00]],
  "mulliken_charge": [-0.305, -0.238, -0.536, -0.082, 0.218, -0.417, -0.308, 0.275, 0.299, 0.375, 0.043, -0.410, 0.366, 0.328, 0.305, -1.416, 0.350, -0.853, -0.115, -0.835, -0.728, 0.283, 0.357, 0.343, 0.415, 0.321, 0.417, 0.369, 0.239, 0.280, 0.287, 0.305, -1.580, 0.553, -0.315, -0.385, -0.656, -0.737, 0.295, 0.372, 0.356, 0.398, -0.061, 0.425, 0.305, 0.225, 0.263, 0.291, 0.322]
}